(1)
A 2-piece molecular cluster, C6H12O overall in a non-equilibrium geometry. Source: the OMol25 dataset; level of theory: wB97M-V/def2-TZVPD.

- frontier orbital gap (eV) = 8.812
- E_HOMO (eV) = -8.25
- SMILES string = C=CC/C=C/C.O

Structure (XYZ):
```
19
Properties=species:S:1:pos:R:3:forces:R:3
C -1.0759 0.0530 1.8191 -1.87 0.18 -1.90
C -2.3403 0.4594 2.0351 1.90 -0.37 -1.25
C -0.1410 -0.7137 2.6401 0.02 -2.39 0.94
C 0.9976 -1.3980 1.8998 3.40 1.83 -1.78
C 0.9815 -1.4360 0.5104 -1.94 1.04 -0.35
C 1.6123 -0.7230 -0.7095 3.13 -1.45 0.79
H -0.6858 0.2457 0.8209 0.08 0.42 0.15
H -2.7804 0.1407 2.9514 -0.96 0.30 0.40
H -2.7986 1.0089 1.1812 -0.12 -0.43 1.31
H -0.5570 -1.6050 3.1711 -0.54 1.44 0.68
H 0.2931 0.0956 3.2487 0.32 -0.98 0.57
H 2.0251 -1.3961 2.5438 -2.26 0.31 -1.95
H 0.0272 -1.7111 -0.0501 0.06 0.51 1.92
H 2.6729 -0.3580 -0.5687 -0.77 -0.87 -0.30
H 1.1424 0.1713 -1.0758 -1.16 0.52 0.79
H 1.4797 -1.3948 -1.5633 0.71 -0.05 -0.03
H -0.8941 2.3808 -6.5325 0.25 -0.23 0.22
H 0.4154 3.0012 -5.8936 -0.58 -0.28 -0.28
O -0.3743 3.1792 -6.4282 0.32 0.51 0.07
```
Forces are in eV/Å.



(2)
A 5-piece molecular cluster, C26H23BrCl16N2O2S2 overall in a non-equilibrium geometry. Source: the OMol25 dataset; level of theory: wB97M-V/def2-TZVPD.

- frontier orbital gap (eV) = 8.201
- E_HOMO (eV) = -8.49
- SMILES string = O=C(Br)C[C@H]1C[C@@H](CCCSC(=S)N(c2ccccc2)c2ccccc2)C(=O)N1.ClC(Cl)(Cl)Cl.ClC(Cl)(Cl)Cl.ClC(Cl)(Cl)Cl.ClC(Cl)(Cl)Cl

Structure (XYZ):
```
72
Properties=species:S:1:pos:R:3:forces:R:3
O 6.3845 -3.5244 2.5665 0.36 -0.04 -0.33
C 5.5216 -2.9896 1.9707 -0.40 0.04 0.77
Br 5.5953 -2.8067 0.0125 -0.07 -0.04 0.04
C 4.2714 -2.4251 2.6252 0.30 -0.13 -0.20
C 4.3569 -0.9248 2.9630 -0.46 0.32 -1.04
C 5.3989 -0.0105 2.2195 0.47 0.26 0.86
C 4.5970 1.1811 1.6528 0.78 0.16 0.46
C 4.3886 1.1541 0.1142 -0.75 -0.42 0.36
C 2.9349 1.2999 -0.3831 0.94 -0.26 -0.54
C 2.9573 1.0693 -1.9149 -0.43 0.55 1.02
S 1.5799 1.8458 -2.8115 0.06 -0.43 -0.38
C 0.2100 0.7389 -2.5055 0.77 0.20 0.05
S -0.7413 0.3236 -3.7466 0.01 -0.04 0.16
N 0.0891 0.3352 -1.1522 -1.07 0.29 -0.83
C -0.5383 -0.9519 -0.9720 0.27 -0.77 0.30
C -1.9057 -1.1756 -1.0603 -0.12 0.25 -0.09
C -2.4215 -2.4459 -0.8635 -0.18 -0.51 0.10
C -1.5988 -3.5227 -0.5403 0.63 0.59 -0.02
C -0.2287 -3.2904 -0.4275 -0.31 -0.16 -0.03
C 0.2903 -2.0229 -0.6549 0.09 0.02 0.02
C -0.4017 1.3538 -0.2595 0.22 -0.09 0.64
C -0.6935 0.9827 1.0564 0.01 0.16 0.17
C -1.1337 1.9245 1.9715 -0.12 0.40 0.14
C -1.2897 3.2609 1.6198 0.11 -0.22 -0.61
C -1.0182 3.6198 0.3049 0.07 0.02 0.37
C -0.5771 2.6850 -0.6233 -0.16 0.15 -0.14
C 3.3346 1.0879 2.5323 0.57 -0.15 -1.61
O 2.7448 1.9819 3.0492 -0.32 -0.01 0.22
N 3.0415 -0.3205 2.6522 -0.21 -0.18 0.90
H 3.4212 -2.6442 1.9777 0.01 0.16 -0.01
H 4.1409 -2.9868 3.5486 0.00 -0.09 -0.04
H 4.4930 -0.7898 4.0339 0.16 -0.24 0.01
H 6.0860 -0.4705 1.5119 -0.37 -0.20 -0.19
H 6.0512 0.3664 3.0134 0.06 0.07 -0.14
H 5.1594 2.0878 1.8808 -0.32 0.11 0.15
H 4.7770 0.2084 -0.2771 0.08 0.05 0.02
H 4.9811 1.9577 -0.3217 0.06 -0.03 -0.04
H 2.5665 2.2992 -0.1546 -0.21 -0.06 0.05
H 2.2867 0.5469 0.0644 -0.12 0.20 0.13
H 3.0157 0.0085 -2.1541 0.00 0.00 -0.09
H 3.8489 1.5696 -2.2977 -0.10 -0.05 -0.30
H -2.5768 -0.3597 -1.2970 0.05 0.05 0.01
H -3.4863 -2.6276 -0.9616 0.26 0.22 0.04
H -1.9888 -4.5160 -0.3697 -0.15 0.03 -0.03
H 0.4377 -4.1002 -0.1577 0.02 0.01 -0.04
H 1.3618 -1.8742 -0.5750 -0.01 0.14 -0.04
H -0.5916 -0.0372 1.4019 0.08 -0.07 -0.19
H -1.3619 1.6278 2.9837 0.06 -0.19 0.10
H -1.6215 4.0178 2.3159 -0.01 -0.13 0.15
H -1.1298 4.6585 0.0185 0.00 -0.05 -0.17
H -0.3731 3.0229 -1.6275 -0.05 -0.05 0.03
H 2.7664 -0.6803 1.7442 -0.28 0.19 -0.12
C -0.0286 0.0627 6.4057 0.10 0.06 -0.03
Cl -1.7341 0.0946 5.9302 0.04 0.03 -0.07
Cl 0.1787 1.0287 7.8727 0.00 0.00 0.01
Cl 0.4437 -1.6103 6.7393 0.01 -0.03 0.00
Cl 0.9824 0.7158 5.1172 -0.19 -0.04 0.07
C -6.4159 -3.5962 0.2397 -0.01 0.01 0.02
Cl -5.2231 -4.7585 0.8336 0.00 0.01 -0.01
Cl -7.9812 -4.3940 0.0631 0.04 0.02 0.00
Cl -6.5561 -2.2596 1.3845 0.01 -0.02 -0.02
Cl -5.8917 -2.9711 -1.3296 -0.29 -0.04 -0.06
C -3.7174 3.5144 -4.6252 0.05 -0.03 -0.02
Cl -2.9219 3.6159 -3.0545 0.01 -0.01 0.05
Cl -2.9417 4.6240 -5.7604 -0.02 -0.02 0.03
Cl -3.5914 1.8638 -5.2365 0.12 0.11 0.05
Cl -5.4234 3.9670 -4.4379 0.11 0.06 0.03
C -7.3196 0.0793 -6.7676 -0.02 0.04 0.00
Cl -6.7688 1.5704 -6.0006 -0.30 -0.18 -0.14
Cl -6.3860 -1.2830 -6.1324 0.00 0.01 0.00
Cl -9.0354 -0.1721 -6.4221 0.03 0.00 -0.01
Cl -7.0807 0.1895 -8.5155 0.00 -0.01 0.03
```
Forces are in eV/Å.



(3)
C20H33F5N6O3S5SbTi as an isolated structure in a non-equilibrium geometry. Source: the OMol25 dataset; level of theory: wB97M-V/def2-TZVPD.

- frontier orbital gap (spin up / spin down) (eV) = 4.640 / 4.639
- E_HOMO (spin up / spin down) (eV) = -0.80 / -0.79
- charge = -2
- 2S+1 = 2
- expectation value of S² = 0.758

Structure (XYZ):
```
74
Properties=species:S:1:pos:R:3:forces:R:3
Ti -0.6591 1.5434 -1.0371 -1.39 1.21 -0.82
N 1.6976 -1.5896 -2.6088 0.41 0.20 0.02
C 0.9334 -0.4844 -2.4408 -0.30 -0.35 -0.09
O 0.7012 -0.0991 -1.2855 0.51 -0.21 0.10
C 0.2421 0.1628 -3.5864 -0.05 0.07 -0.06
C -1.0740 0.7334 -3.0421 0.03 -0.31 0.02
H 2.2221 -1.8864 -1.7951 -0.05 -0.04 -0.02
H 2.1178 -1.7400 -3.5094 -0.14 -0.09 -0.07
H 0.1737 -0.5554 -4.4174 0.03 0.05 -0.03
H 0.8638 1.0057 -3.9191 0.02 0.02 0.03
H -1.8280 -0.0628 -2.9700 0.00 -0.02 -0.01
H -1.4340 1.5149 -3.7040 -0.06 0.03 0.04
S 0.2572 3.8197 -3.2482 0.17 -0.07 0.24
Sb -0.3367 5.4237 -1.5863 0.07 -0.11 -0.09
S -1.6937 3.7092 -0.1342 0.03 0.10 -0.01
S -2.8536 2.6646 -1.4724 0.30 -0.18 0.15
S -1.9467 6.8016 -2.4647 -0.03 0.06 0.00
C -2.8262 -3.8057 -0.2199 0.03 0.04 -0.04
C -1.4554 -3.2767 -0.5829 0.15 -0.09 0.13
N -1.5104 -1.8303 -0.6781 -0.01 -0.01 -0.05
C -2.1899 -1.0561 0.2334 0.05 -0.05 0.07
N -1.8703 0.1916 0.3581 0.28 0.08 0.01
C -2.5083 0.8864 1.4783 -0.01 -0.04 0.01
C -3.9841 0.5452 1.5433 0.06 0.03 -0.03
C -4.0836 -0.9372 1.8147 -0.01 -0.01 0.03
N -3.2176 -1.6734 0.9094 0.02 -0.01 -0.02
C -3.2668 -3.1155 1.0537 0.03 -0.07 0.12
H -2.7935 -4.8863 -0.0702 0.01 -0.01 0.01
H -3.5337 -3.5825 -1.0221 -0.01 -0.01 -0.01
H -1.1264 -3.6651 -1.5484 0.00 -0.01 -0.03
H -0.7243 -3.6062 0.1760 -0.29 0.11 -0.34
H -0.6303 -1.3902 -0.9031 -0.02 0.00 0.02
H -2.3608 1.9543 1.3604 -0.03 0.01 -0.02
H -2.0049 0.5769 2.4052 -0.01 0.03 0.00
H -4.4323 0.8026 0.5813 -0.01 0.03 0.01
H -4.4954 1.1100 2.3250 0.02 -0.01 0.02
H -5.1051 -1.3090 1.6742 0.00 -0.01 0.00
H -3.7937 -1.1500 2.8528 -0.01 -0.01 0.00
H -4.2986 -3.3816 1.2967 -0.01 0.00 0.00
H -2.6393 -3.4452 1.8973 -0.16 0.05 -0.11
N 0.7192 1.6780 3.7295 0.08 -0.05 0.07
N 0.4337 2.7082 2.7596 0.11 -0.19 0.16
H 0.8439 0.7881 3.2416 -0.05 0.10 0.08
H -0.1251 1.5757 4.2803 0.03 0.05 0.04
H 0.0182 2.2730 1.9444 -0.19 0.13 -0.22
H 1.3255 3.0644 2.4376 -0.01 0.05 0.03
C 4.1874 4.1045 -2.4880 -0.01 -0.01 -0.02
C 3.2506 3.9014 -1.3099 -0.03 0.01 -0.13
S 2.3282 2.3694 -1.5336 0.28 -0.15 0.53
O 1.1810 2.4845 -0.5387 -0.09 -0.30 0.23
C 3.5023 1.2855 -0.6133 0.08 0.02 -0.17
C 3.4036 1.3598 0.8995 -0.08 0.03 -0.02
H 4.7691 5.0177 -2.3532 -0.01 0.00 -0.01
H 3.5932 4.1977 -3.3986 0.02 0.00 -0.01
H 4.8897 3.2738 -2.6035 0.00 0.02 0.00
H 2.4840 4.6729 -1.2827 -0.08 0.03 0.01
H 3.7608 3.8611 -0.3464 -0.03 -0.01 -0.02
H 4.4968 1.5519 -0.9883 -0.01 -0.01 0.00
H 3.2839 0.2716 -0.9488 -0.05 0.02 0.01
H 3.6503 2.3522 1.2819 -0.01 0.00 0.00
H 4.0938 0.6404 1.3468 0.01 0.02 -0.02
H 2.3975 1.0944 1.2231 0.05 -0.02 -0.01
F 0.7614 -6.0463 1.7627 0.00 0.04 0.00
C 0.7608 -4.6902 1.7840 0.03 -0.06 0.06
C -0.1416 -3.9872 2.5678 0.10 -0.04 0.08
F -1.0257 -4.6744 3.3214 0.01 -0.02 0.00
C -0.1561 -2.6114 2.5766 0.03 0.04 0.08
F -1.0703 -1.9940 3.3594 0.02 -0.01 -0.02
C 0.7448 -1.7942 1.8200 -0.02 0.00 -0.14
O 0.7294 -0.5427 1.8338 0.14 -0.05 0.06
C 1.6400 -2.5826 1.0286 0.01 0.00 0.00
F 2.5564 -1.9431 0.2500 0.00 -0.06 0.11
C 1.6483 -3.9603 1.0120 0.08 -0.01 0.05
F 2.5324 -4.6169 0.2304 -0.02 0.01 0.00
```
Forces are in eV/Å.



(4)
A 2-piece molecular cluster, C3H8O2S overall. Source: the OMol25 dataset; level of theory: wB97M-V/def2-TZVPD.

- frontier orbital gap (eV) = 9.703
- E_HOMO (eV) = -9.28
- SMILES string = O=CO.CCS

Structure (XYZ):
```
14
Properties=species:S:1:pos:R:3:forces:R:3
C -1.0092 1.3045 -0.6019 0.42 0.05 0.15
C -1.2775 0.0728 0.2396 -0.09 -0.66 -0.04
S -1.7172 -1.3774 -0.8190 -0.13 0.32 0.20
H -0.5945 1.0122 -1.5601 0.06 0.05 -0.22
H -1.8972 1.9013 -0.7711 -0.21 -0.04 -0.09
H -0.2634 1.9400 -0.1200 -0.07 0.08 0.04
H -2.0703 0.2219 0.9654 -0.10 0.06 -0.02
H -0.4019 -0.2444 0.8032 0.11 0.17 0.00
H -2.7565 -1.8053 -0.0923 0.02 -0.03 -0.02
O 3.0593 -1.7387 -0.4652 0.02 -0.02 -0.01
C 2.4823 -1.0079 0.2730 -0.05 -0.24 -0.01
O 2.5771 0.3282 0.1841 0.03 0.29 -0.02
H 1.8186 -1.3467 1.0847 0.00 -0.06 0.02
H 2.0505 0.7396 0.8797 -0.01 0.02 0.00
```
Forces are in eV/Å.



Summary of E_tot in eV
-8459.738; -326480.168; -133779.161; -18170.612
(order as listed above)